(1)
Here is a structure of composition C38H40CoFN6O6 in a non-equilibrium geometry from the Open Molecules 2025 dataset. Energies are from ωB97M-V with the def2-TZVPD basis set.

Geometry (Å):
Co (0.61675, -1.45231, 1.12719)
C (3.18769, -2.21830, -4.02776)
O (3.25641, -3.62467, -3.80639)
C (4.27184, -4.10589, -3.02462)
C (4.94189, -5.22630, -3.50603)
C (5.99744, -5.77829, -2.80719)
C (6.41832, -5.19666, -1.61871)
C (5.73381, -4.10797, -1.11432)
C (4.63271, -3.57458, -1.78247)
N (3.93722, -2.49291, -1.16900)
C (2.67806, -2.58330, -0.61696)
N (1.84529, -3.51200, -1.09483)
C (0.54862, -3.80693, -0.62697)
C (-0.11187, -3.04993, 0.33016)
C (-1.37786, -3.49586, 0.73429)
C (-1.95729, -4.62286, 0.18330)
C (-1.29406, -5.35516, -0.79776)
C (-0.03487, -4.95485, -1.19494)
O (0.73979, -5.60161, -2.11728)
C (0.21250, -6.76785, -2.71473)
N (2.30785, -1.74897, 0.32385)
C (3.28972, -0.84031, 0.82305)
C (3.97106, -1.16166, 1.99620)
C (4.96510, -0.33638, 2.48908)
C (5.29285, 0.82835, 1.80748)
C (4.60348, 1.17344, 0.65847)
C (3.59891, 0.35140, 0.16108)
O (3.01389, 0.72199, -1.02661)
C (1.60750, 0.88954, -1.02689)
H (2.59864, -2.09114, -4.93330)
H (4.18403, -1.79853, -4.18030)
H (2.70084, -1.69236, -3.20661)
H (4.61823, -5.63494, -4.45454)
H (6.50426, -6.64910, -3.20081)
H (7.26422, -5.60053, -1.07927)
H (6.03099, -3.66285, -0.17171)
H (4.53233, -1.85936, -0.65661)
H (2.15767, -4.11235, -1.84294)
H (-1.91672, -2.94574, 1.49618)
H (-2.93579, -4.94921, 0.51527)
H (-1.76639, -6.22699, -1.22892)
H (0.98531, -7.13552, -3.38480)
H (-0.69147, -6.54650, -3.28795)
H (-0.01254, -7.53327, -1.96804)
H (3.68371, -2.06591, 2.51585)
H (5.47977, -0.60039, 3.40320)
H (6.07929, 1.47374, 2.17625)
H (4.83778, 2.08400, 0.12165)
H (1.38119, 1.61821, -1.80681)
H (1.25674, 1.27615, -0.06540)
H (1.08489, -0.04409, -1.25226)
C (-3.85132, 3.03371, 4.90012)
C (-2.54355, 3.60800, 4.35993)
N (-1.92476, 2.70804, 3.38844)
C (-0.99481, 1.82070, 3.83773)
C (-0.54612, 0.75979, 3.12229)
C (0.60591, -0.05083, 3.68814)
O (0.95141, 0.16366, 4.83875)
O (1.14506, -0.87944, 2.87611)
C (-1.12391, 0.49931, 1.84541)
O (-0.99497, -0.58281, 1.22209)
C (-1.92923, 1.54946, 1.27968)
C (-2.32862, 1.48799, -0.05671)
C (-3.08657, 2.49372, -0.59259)
F (-3.38253, 2.43461, -1.91119)
C (-3.55138, 3.56087, 0.17168)
C (-3.18329, 3.60390, 1.51397)
C (-2.34961, 2.64050, 2.07535)
N (-4.38207, 4.60706, -0.32055)
C (-3.77778, 5.92819, -0.38024)
C (-4.87757, 6.98032, -0.37243)
N (-5.76525, 6.73481, -1.55593)
C (-6.36101, 5.35881, -1.49278)
C (-5.22120, 4.34898, -1.47856)
H (-4.26258, 3.68832, 5.66768)
H (-3.67054, 2.05346, 5.34079)
H (-4.58591, 2.91840, 4.10198)
H (-1.83507, 3.74481, 5.17433)
H (-2.70852, 4.58648, 3.91115)
H (-0.58792, 1.99366, 4.82667)
H (-2.02302, 0.64771, -0.66703)
H (-3.59640, 4.40291, 2.11299)
H (-3.15511, 6.05824, -1.28227)
H (-3.13620, 6.07600, 0.48472)
H (-4.47530, 7.98994, -0.42847)
H (-5.48601, 6.87543, 0.52334)
H (-5.19423, 6.79342, -2.40238)
H (-6.49273, 7.44595, -1.62255)
H (-7.01180, 5.21174, -2.35245)
H (-6.94121, 5.28811, -0.57510)
H (-4.67143, 4.41411, -2.42987)
H (-5.64254, 3.34941, -1.41108)

Summary:
HOMO energy (alpha / beta)	-0.3220 / -0.3204	hartree
LUMO level (alpha / beta)	-0.123 / -0.123	Ha
E	-101618.8760	eV
Kohn-Sham gap (alpha / beta)	5.40 / 5.36	eV
net charge	+1
F_max	1.70	eV/A
spin multiplicity	2
energy above the lowest of the compared OMol25 structures with the same formula, charge and spin	16.5	kcal per mole



(2)
Here is a structure of composition C38H40KN4O4P2SSi in a non-equilibrium geometry from the Open Molecules 2025 dataset. Energies are from ωB97M-V with the def2-TZVPD basis set.

Geometry (Å):
K (-1.24315, -0.91921, 0.49451)
O (1.28683, 1.96560, -3.56613)
C (0.62776, 1.15098, -2.64590)
O (1.01074, 1.43632, -1.34265)
C (-0.29496, 0.22958, -3.00037)
C (-0.66938, 0.04579, -4.39846)
C (-1.51122, -0.95494, -4.73544)
C (-2.05569, -1.81984, -3.75200)
C (-1.73091, -1.53478, -2.44519)
N (-0.91479, -0.55100, -2.02697)
C (-2.32944, -2.42678, -1.34157)
O (-1.88252, -3.57912, -1.23974)
O (-3.17873, -1.89977, -0.56421)
H (1.04790, 2.87821, -3.35674)
H (-0.23542, 0.69445, -5.14573)
H (-1.76682, -1.09841, -5.78185)
H (-2.70364, -2.64743, -3.99437)
C (-0.14052, -3.08089, 5.60639)
N (0.26679, -3.76100, 4.39950)
C (0.29982, -5.12386, 4.23393)
C (0.65755, -5.35609, 2.95666)
N (0.84343, -4.13161, 2.33468)
C (0.57343, -3.12186, 3.23827)
S (0.58923, -1.44968, 3.10912)
C (1.16251, -4.03086, 0.93323)
C (1.66115, -5.13857, 0.25469)
C (1.86629, -5.00299, -1.10977)
C (1.59245, -3.79583, -1.73126)
C (1.13887, -2.75571, -0.93937)
N (0.92860, -2.86867, 0.36852)
H (-0.02150, -3.76899, 6.44076)
H (-1.17997, -2.75825, 5.53196)
H (0.48490, -2.20093, 5.74739)
H (0.06671, -5.80241, 5.03084)
H (0.76837, -6.28374, 2.43687)
H (1.88237, -6.07342, 0.74333)
H (2.23274, -5.84933, -1.67616)
H (1.71300, -3.64770, -2.79242)
H (0.89261, -1.79982, -1.37901)
C (-5.35392, -0.04862, 0.45851)
P (-3.78869, 0.64644, -0.21495)
C (-4.17883, 0.68707, -2.00305)
C (-4.10680, 2.44746, 0.16687)
C (-5.34484, 3.06709, 0.00641)
C (-5.55459, 4.37884, 0.38690)
C (-4.51219, 5.10533, 0.94561)
C (-3.27166, 4.51297, 1.09602)
C (-3.04859, 3.19243, 0.70243)
P (-1.37014, 2.40735, 0.82765)
C (-1.25287, 2.27452, 2.66922)
C (-0.29683, 3.88492, 0.58504)
H (-6.24894, 0.37196, -0.00623)
H (-5.40418, 0.13686, 1.53301)
H (-5.32716, -1.12207, 0.28344)
H (-5.11840, 1.21671, -2.18385)
H (-4.24447, -0.33104, -2.38117)
H (-3.37154, 1.18523, -2.54039)
H (-6.16606, 2.50666, -0.42314)
H (-6.52710, 4.83478, 0.25280)
H (-4.66528, 6.13120, 1.25723)
H (-2.46467, 5.09393, 1.52190)
H (-1.48973, 3.21779, 3.16777)
H (-0.24402, 1.97049, 2.94872)
H (-1.94289, 1.51004, 3.02996)
H (-0.44125, 4.66799, 1.33058)
H (-0.48510, 4.29677, -0.40782)
H (0.74491, 3.56883, 0.61273)
C (4.06949, 4.17720, 2.06164)
C (3.41055, 3.13828, 2.69718)
C (2.86582, 2.10385, 1.94682)
C (2.96645, 2.09216, 0.55906)
C (3.64395, 3.14304, -0.06155)
C (4.18957, 4.17863, 0.67870)
Si (2.16715, 0.72241, -0.42872)
C (3.42506, -0.23153, -1.42118)
C (4.04426, -1.33380, -0.83466)
C (5.02446, -2.04979, -1.50570)
C (5.39306, -1.67508, -2.78864)
C (4.77888, -0.58810, -3.39308)
C (3.80381, 0.12912, -2.71575)
H (4.49211, 4.98907, 2.64235)
H (3.31471, 3.13250, 3.77474)
H (2.35103, 1.29650, 2.45079)
H (3.73767, 3.15881, -1.13984)
H (4.70636, 4.98826, 0.17918)
H (1.61767, -0.20332, 0.59242)
H (3.75321, -1.64667, 0.16169)
H (5.48689, -2.90653, -1.03258)
H (6.14918, -2.23760, -3.32271)
H (5.04962, -0.30426, -4.40281)
H (3.29946, 0.94748, -3.21487)

Summary:
HOMO energy	-0.0793	hartree
LUMO level	0.077	Ha
E	-107824.9168	eV
Kohn-Sham gap	4.24	eV
net charge	-1
F_max	1.49	eV/A
energy above the lowest of the compared OMol25 structures with the same formula, charge and spin	0.0	kcal per mole



(3)
Here is a structure of composition C38H40N3PdS2SbSe from the Open Molecules 2025 dataset. Energies are from ωB97M-V with the def2-TZVPD basis set.

Geometry (Å):
Pd (-1.39720, 0.75116, 0.18013)
C (-1.48350, -0.34028, 7.61479)
C (-1.55989, -0.59453, 6.14102)
C (-2.12134, 0.35243, 5.28016)
C (-2.17297, 0.16123, 3.91555)
C (-2.85098, 1.18934, 3.05410)
C (-1.64294, -1.04072, 3.38308)
Se (-1.67382, -1.42268, 1.57110)
C (-1.10999, -2.03985, 4.24169)
C (-0.58819, -3.35596, 3.73655)
C (-1.06572, -1.78071, 5.59914)
H (-2.29486, 0.30331, 7.95052)
H (-0.54268, 0.15908, 7.85763)
H (-1.51595, -1.26928, 8.18044)
H (-2.55178, 1.25288, 5.70246)
H (-3.25948, 1.99081, 3.66780)
H (-3.66540, 0.75534, 2.47168)
H (-2.15080, 1.64916, 2.33866)
H (-1.35547, -3.90754, 3.19098)
H (-0.25969, -3.96972, 4.57146)
H (0.25959, -3.22474, 3.06159)
H (-0.64941, -2.52949, 6.26085)
S (-1.63105, 5.20192, -1.48425)
C (-1.27877, 4.09467, -2.73344)
C (-1.28501, 2.82990, -2.24741)
N (-1.55918, 2.73472, -0.90217)
C (-1.76050, 3.91962, -0.38715)
H (-1.11231, 4.41820, -3.74641)
H (-1.14156, 1.92302, -2.81724)
H (-2.00573, 4.08224, 0.65136)
C (4.63644, -0.57609, -0.42156)
C (4.82977, 0.02513, -1.78712)
C (6.11192, 0.23220, -2.29122)
C (6.32036, 0.77064, -3.55136)
C (5.24439, 1.12415, -4.35378)
C (3.95637, 0.93313, -3.88162)
C (3.76392, 0.39194, -2.61314)
Sb (1.81280, 0.07625, -1.94947)
C (1.52799, -1.96039, -1.70844)
C (1.21056, -2.55781, -0.48568)
C (1.09248, -3.93293, -0.39908)
C (1.26680, -4.70651, -1.53700)
C (1.55273, -4.11037, -2.75310)
C (1.67988, -2.73024, -2.87503)
C (1.97426, -2.13144, -4.22259)
C (1.43818, 1.28969, -0.27411)
C (0.89940, 0.76826, 0.92116)
C (0.52538, 1.62876, 1.95581)
C (0.71614, 2.99753, 1.80838)
C (1.27892, 3.49535, 0.64894)
C (1.62648, 2.66977, -0.42387)
C (2.20838, 3.29503, -1.66186)
H (5.59072, -0.67457, 0.09092)
H (4.19060, -1.57245, -0.48075)
H (3.99325, 0.04471, 0.21009)
H (6.96300, -0.03791, -1.67868)
H (7.33066, 0.91421, -3.90877)
H (5.40627, 1.54274, -5.33725)
H (3.11334, 1.20778, -4.50468)
H (1.06260, -1.97300, 0.40585)
H (0.85906, -4.39836, 0.54865)
H (1.16712, -5.78189, -1.48126)
H (1.67149, -4.72623, -3.63500)
H (1.84908, -2.87501, -5.00679)
H (2.99995, -1.76332, -4.28161)
H (1.29495, -1.30816, -4.46509)
H (0.97070, -0.28553, 1.13650)
H (0.18079, 1.20959, 2.89396)
H (0.45373, 3.66950, 2.61501)
H (1.44584, 4.56148, 0.55479)
H (2.09451, 4.37690, -1.63340)
H (1.71078, 2.94786, -2.57137)
H (3.27172, 3.07092, -1.75507)
C (-6.37210, -1.65463, -2.80255)
C (-5.35501, -0.87039, -2.04088)
C (-5.72297, 0.07359, -1.07669)
C (-4.72184, 0.72736, -0.40102)
N (-3.43597, 0.47136, -0.66809)
C (-3.17866, -0.45259, -1.60167)
S (-1.45273, -0.76645, -1.78414)
N (-4.06826, -1.12886, -2.30008)
H (-7.32023, -1.12585, -2.86818)
H (-6.54778, -2.60203, -2.28832)
H (-6.00013, -1.88336, -3.79808)
H (-6.76204, 0.28845, -0.87638)
H (-4.92937, 1.48857, 0.34109)

Summary:
HOMO energy (alpha / beta)	-0.4751 / -0.4904	hartree
LUMO level (alpha / beta)	-0.171 / -0.289	Ha
E	-141544.4672	eV
Kohn-Sham gap (alpha / beta)	8.28 / 5.48	eV
net charge	+2
F_max	0.83	eV/A
spin multiplicity	5